[1]
A cluster of 2 separate species, C4H11NO3 in total in a non-equilibrium geometry. Source: the OMol25 dataset; level of theory: wB97M-V/def2-TZVPD.

Each line ends with the natural charge from an NBO analysis.
Geometry (Å):
C  1.923533  1.569191  -0.941355  -0.6106
C  0.974712  0.815698  0.029297  -0.2212
N  -0.243911  0.510252  -0.724038  -0.6319
C  -0.974563  -0.675806  -0.240505  -0.3462
C  -2.468894  -0.546074  -0.293888  0.7856
O  -2.908883  0.737246  -0.068715  -0.7203
O  -3.241043  -1.442354  -0.497554  -0.5703
H  2.499006  2.321919  -0.395427  0.1998
H  1.373486  2.157648  -1.665690  0.2103
H  2.506611  0.795693  -1.427726  0.2106
H  0.780835  1.388282  0.944553  0.1624
H  1.430855  -0.131687  0.276806  0.2036
H  -0.913133  1.262833  -0.803501  0.3731
H  -0.710447  -1.496272  -0.907104  0.2154
H  -0.671224  -0.972807  0.763809  0.2345
H  -3.746495  0.657173  0.402256  0.4990
H  1.172528  -3.046638  1.772248  0.4772
H  1.931036  -1.793208  2.207519  0.4744
O  1.285991  -2.111090  1.569016  -0.9455

Forces on the atoms, in the same order (eV/Å):
-0.434 0.110 1.178
-0.350 0.866 -1.283
-0.689 -0.841 0.442
0.626 0.265 -1.065
-0.412 0.198 -0.068
0.505 -0.327 0.500
0.223 0.051 0.308
0.530 -0.437 -0.059
-0.291 -0.203 -0.263
0.415 0.398 -0.306
0.021 -0.060 0.047
0.051 -0.131 0.278
0.458 0.405 0.208
-0.140 -0.322 0.195
-0.197 0.063 0.200
-0.365 0.066 -0.400
0.016 0.076 -0.026
0.027 -0.003 0.039
0.006 -0.176 0.077

Computed properties:
HOMO energy	-8.6	eV
ΔE to the lowest compared entry with this formula, charge and spin	1.407	eV
orbital gap	9.14	eV
SMILES	CCNCC(=O)O.O

[2]
A cluster of 2 separate species, C3H9N2 in total in a non-equilibrium geometry. Source: the OMol25 dataset; level of theory: wB97M-V/def2-TZVPD.

Each line ends with the natural charge from an NBO analysis.
Geometry (Å):
C  -0.799278  0.474563  0.698559  -0.3472
C  -0.014566  -0.945906  -0.709173  -0.2834
C  0.620748  0.208391  0.136589  0.4846
N  1.730871  0.435042  0.791503  -0.6171
N  -1.350181  -0.736037  -0.213513  -0.5584
H  -1.150781  0.200847  1.701532  0.2696
H  -1.327179  1.421874  0.375155  0.2745
H  -0.041395  -0.793757  -1.732299  0.2462
H  0.481772  -1.980733  -0.600760  0.2574
H  0.520435  1.244493  -1.562162  -0.0888
H  2.545862  0.411922  0.278923  0.4272
H  1.694138  1.231683  1.462838  0.4372
H  -1.665618  -1.503103  0.365850  0.3782
H  0.355874  1.724785  -2.080833  0.1200

Forces on the atoms, in the same order (eV/Å):
-2.394 -1.096 -1.946
2.025 -1.634 0.434
-2.410 -2.235 2.760
-3.068 2.211 -0.114
0.771 2.160 1.566
1.221 0.640 0.298
0.958 -0.910 0.305
0.557 0.556 -2.171
-0.538 1.551 0.373
0.179 -0.055 0.081
2.710 -0.829 -1.045
0.083 -0.967 -0.343
0.038 0.063 0.268
-0.134 0.546 -0.466

Computed properties:
HOMO energy	-14.2	eV
ΔE to the lowest compared entry with this formula, charge and spin	4.451	eV
orbital gap	8.36	eV
net charge	+1

[3]
A cluster of 2 separate species, C2H5N4O in total in a non-equilibrium geometry. Source: the OMol25 dataset; level of theory: wB97M-V/def2-TZVPD.

Each line ends with the natural charge from an NBO analysis.
Geometry (Å):
C  0.070420  0.587512  0.117793  -0.0105
C  1.374242  -0.007828  0.085695  0.3003
N  1.168250  -1.269888  -0.240854  0.0571
N  -0.784325  -0.328762  -0.222449  0.0220
N  2.560817  0.626472  0.097399  -0.5140
N  -3.381374  -0.253446  0.173648  -0.5783
O  -0.067649  -1.429455  -0.404072  0.0114
H  0.040107  1.571506  0.329245  0.2487
H  2.673842  1.449940  0.660327  0.4382
H  3.396358  0.068601  0.261362  0.4450
H  -3.258692  0.111977  -0.775061  0.2841
H  -3.792000  -1.126632  -0.083035  0.2960

Forces on the atoms, in the same order (eV/Å):
0.512 -2.745 -0.611
0.350 1.982 -0.371
3.003 -2.285 -0.443
-0.858 3.439 0.638
-0.407 -1.887 1.502
0.186 0.885 -0.131
-0.219 -2.286 -0.371
-1.591 3.137 0.559
-0.522 1.058 -0.177
0.082 -0.475 -0.804
0.088 0.523 0.006
-0.625 -1.346 0.203

Computed properties:
HOMO energy (alpha / beta)	-13.8 / -14.2	eV
ΔE to the lowest compared entry with this formula, charge and spin	7.794	eV
orbital gap (alpha / beta)	4.49 / 9.12	eV
net charge	+1

[4]
A structure of composition C28H16CrN3O13 in a non-equilibrium geometry. Source: the OMol25 dataset; level of theory: wB97M-V/def2-TZVPD.

Each line ends with the natural charge from an NBO analysis.
Geometry (Å):
Cr  0.371952  -0.126140  0.322532  1.4283
N  -1.817552  1.275923  0.772883  0.7370
O  -0.901549  0.932632  1.618466  -0.5105
O  -1.598965  0.779257  -0.358836  -0.4938
O  -2.723026  1.985170  1.058670  -0.3356
N  1.330577  -0.462270  2.718940  0.7440
O  1.707342  0.508435  2.013998  -0.4530
O  0.685857  -1.307075  2.006334  -0.4731
O  1.524812  -0.578735  3.874607  -0.3177
N  1.594642  -0.995329  -1.807455  0.7374
O  2.070050  -0.820357  -0.624657  -0.4882
O  0.447343  -0.482761  -1.907613  -0.4863
O  2.174895  -1.546283  -2.675996  -0.3383
C  -3.241194  -4.384476  3.560822  -0.1762
C  -2.690837  -3.107709  3.515651  -0.1779
C  -2.145977  -2.666974  2.326075  -0.1691
C  -2.101062  -3.489689  1.205783  -0.0722
C  -2.675715  -4.760165  1.248751  -0.1427
C  -3.263472  -5.194950  2.430072  -0.1530
C  -2.571599  -5.730410  0.126387  0.5528
O  -3.011521  -6.854911  0.190319  -0.5064
C  -1.876108  -5.248543  -1.098359  -0.1395
C  -1.728108  -6.086389  -2.198281  -0.1528
C  -1.105587  -5.667473  -3.356438  -0.1804
C  -0.636553  -4.360472  -3.448681  -0.1836
C  -0.797991  -3.497556  -2.377123  -0.1685
C  -1.365772  -3.953606  -1.192044  -0.0728
C  -1.452191  -3.019835  -0.045856  0.5977
O  -0.882744  -1.933297  -0.065664  -0.5944
H  -3.652701  -4.821758  4.461591  0.2196
H  -2.651874  -2.513087  4.417358  0.2272
H  -1.625428  -1.720323  2.282108  0.2420
H  -3.668457  -6.183862  2.591100  0.2385
H  -2.010068  -7.128955  -2.115612  0.2375
H  -0.979300  -6.377705  -4.162402  0.2228
H  -0.166033  -3.964415  -4.338739  0.2265
H  -0.358148  -2.517952  -2.480271  0.2455
C  4.789392  3.064188  1.305805  -0.1913
C  5.002538  4.426962  1.456366  -0.1754
C  4.038057  5.336828  1.053924  -0.1588
C  2.856604  4.902212  0.477957  -0.1305
C  2.644930  3.525175  0.322058  -0.0796
C  3.626213  2.617074  0.705486  -0.1490
C  1.430834  2.987050  -0.328084  0.5974
O  1.206038  1.785231  -0.357684  -0.5993
C  0.535362  3.948193  -0.987240  -0.0870
C  -0.510776  3.480153  -1.778101  -0.1735
C  -1.367311  4.374989  -2.406992  -0.1759
C  -1.222348  5.734918  -2.164986  -0.1736
C  -0.151413  6.215115  -1.426468  -0.1650
C  0.715391  5.320158  -0.813067  -0.1284
C  1.855146  5.889392  -0.020003  0.5557
O  1.986591  7.078800  0.143896  -0.5095
H  5.591926  2.404515  1.608038  0.2250
H  5.944972  4.807011  1.829164  0.2214
H  4.170019  6.407007  1.153108  0.2391
H  3.452332  1.560142  0.562979  0.2452
H  -0.765618  2.429334  -1.831066  0.2540
H  -2.138168  3.997738  -3.063910  0.2246
H  -1.889269  6.451239  -2.630153  0.2204
H  -0.009353  7.278637  -1.299476  0.2428

Forces on the atoms, in the same order (eV/Å):
1.094 -0.467 2.030
0.945 -0.643 -0.241
0.206 -0.266 -0.028
-0.544 0.182 -0.705
-0.442 0.280 0.141
0.060 0.584 -1.292
0.145 0.753 -0.428
-0.798 -0.581 -0.675
0.150 -0.340 0.821
-1.129 1.305 0.789
0.024 -0.587 0.846
-0.217 -0.085 -0.847
0.573 -0.500 -0.559
-0.145 -0.143 -0.326
-0.165 -0.526 0.100
0.590 0.292 -0.020
-0.472 0.045 -0.431
-0.241 -0.600 0.473
0.224 0.260 0.795
0.191 0.158 -0.369
-0.091 -0.008 0.150
0.135 0.056 -0.520
0.158 -0.649 0.339
0.145 0.295 -0.069
-0.352 0.061 0.004
0.673 -0.405 -0.234
-0.430 0.714 0.021
0.652 -0.187 0.816
0.016 0.316 -0.220
0.028 0.332 0.164
0.006 0.169 -0.097
-0.218 0.102 -0.020
0.024 -0.116 -0.655
-0.309 0.121 0.097
0.033 0.098 -0.086
0.042 -0.239 -0.077
-0.347 0.228 0.303
0.407 0.363 -0.174
-0.039 0.291 -0.135
-0.198 0.308 -0.051
-0.082 -0.342 0.055
0.214 -0.242 -0.170
-0.051 -0.194 0.423
0.113 0.488 -0.001
-0.215 -0.238 0.093
-0.363 -0.155 -0.008
-0.596 0.024 0.038
0.226 0.064 0.375
0.233 0.213 -0.665
-0.324 -0.260 0.274
0.189 0.638 -0.149
0.049 -0.474 -0.228
-0.023 0.079 0.090
-0.219 -0.272 -0.046
-0.032 -0.127 0.188
0.143 -0.040 0.037
-0.022 0.000 -0.048
0.507 -0.083 -0.131
-0.149 0.052 0.125
-0.063 -0.093 0.015
0.083 -0.012 0.102

Computed properties:
HOMO energy (alpha / beta)	-10.1 / -10.1	eV
orbital gap (alpha / beta)	8.16 / 8.38	eV
spin multiplicity	4

[5]
A structure of composition C20H24BrEuN4S in a non-equilibrium geometry. Source: the OMol25 dataset; level of theory: wB97M-V/def2-TZVPD.

Each line ends with the Mulliken charge.
Geometry (Å):
Eu  0.397316  0.227060  -1.559504  0.9463
N  0.555564  1.957333  -3.929548  -0.5304
N  1.236671  1.448220  -5.059309  -0.2085
C  1.626255  0.155873  -5.156849  0.6390
N  2.071263  -0.277107  -6.333115  -0.3960
S  1.605062  -0.895815  -3.850005  -0.4533
H  -0.408343  2.201920  -4.193353  0.2739
H  1.008470  2.828630  -3.628075  0.2815
H  1.270116  2.026276  -5.894912  0.2178
H  2.129642  0.308091  -7.151598  0.2021
H  2.385277  -1.231753  -6.418794  0.2097
Br  0.251950  -2.606198  -0.566865  -0.2038
C  -1.595112  -2.350509  0.234474  0.3951
C  -1.975168  -3.338933  1.093787  -0.6274
C  -3.267281  -3.304081  1.639252  -0.5974
C  -4.118731  -2.300162  1.279066  -0.8579
C  -3.713305  -1.270095  0.405417  0.8182
C  -4.609091  -0.237768  0.062757  -0.8126
C  -4.220216  0.765137  -0.777260  -0.9180
C  -2.910483  0.793154  -1.282602  -0.2720
C  -1.950568  -0.174642  -1.000403  -0.4515
C  -2.387837  -1.244003  -0.144550  0.8007
H  -1.309072  -4.150987  1.336750  0.4850
H  -3.570377  -4.086210  2.315435  0.4184
H  -5.129587  -2.281484  1.655860  0.3751
H  -5.603253  -0.257221  0.481994  0.3805
H  -4.905281  1.554765  -1.045016  0.3843
H  -2.656098  1.631950  -1.935416  0.2083
C  2.974404  -0.916444  1.926809  -0.7140
N  1.833602  -0.838121  2.854533  -0.0093
C  1.409815  -2.176601  3.299365  -0.7813
C  0.685893  -0.078490  2.257405  0.3188
C  1.124716  1.290883  1.782946  0.3407
C  1.341223  2.244486  2.775071  -0.6439
C  1.775541  3.514012  2.449475  -0.7355
C  2.018211  3.806015  1.120218  -0.5875
C  1.799183  2.849402  0.139356  -0.3840
C  1.335883  1.536416  0.402345  -0.2038
H  3.784345  -1.489059  2.371643  0.3684
H  3.334685  0.085690  1.700615  0.3409
H  2.663447  -1.403314  1.001775  0.2517
H  2.145505  -0.303830  3.674359  0.4057
H  1.108336  -2.767635  2.436398  0.3010
H  0.571644  -2.099822  3.989394  0.3478
H  2.229139  -2.682918  3.805542  0.3625
H  -0.081289  0.013714  3.030095  0.6425
H  0.277369  -0.665524  1.426435  -0.7989
H  1.148974  1.998875  3.810659  0.3749
H  1.921243  4.260505  3.213100  0.3997
H  2.367522  4.788250  0.841270  0.3875
H  2.022826  3.142068  -0.886425  0.3092

Forces on the atoms, in the same order (eV/Å):
0.332 0.738 -0.489
-0.030 0.297 -0.200
-0.143 0.396 -0.442
-0.125 -0.103 0.924
0.101 0.265 -0.553
0.298 -0.599 -0.472
0.459 -0.237 0.036
-0.061 -0.464 -0.200
-0.106 -0.092 0.291
-0.048 0.008 0.040
-0.049 0.147 0.175
-1.108 -0.054 0.460
0.685 -0.304 -0.119
0.430 0.050 -0.209
-0.180 0.174 -0.052
0.052 -0.187 0.122
0.353 -0.046 -0.048
-0.005 0.236 -0.168
-0.166 -0.033 0.155
0.680 -0.475 0.028
-0.801 -0.228 0.172
-0.266 0.383 -0.233
0.087 -0.105 -0.028
-0.094 -0.095 0.077
-0.135 0.008 0.097
-0.143 -0.007 0.030
-0.173 0.068 0.008
0.000 -0.031 0.069
0.787 0.018 -0.516
0.047 0.027 0.287
-0.153 -0.671 0.357
-0.596 0.862 -0.544
0.079 -0.018 -0.343
-0.071 -0.099 -0.043
0.093 -0.013 0.023
-0.033 0.111 -0.172
-0.123 -0.573 0.039
0.257 0.392 0.833
-0.095 -0.086 0.180
-0.179 -0.066 -0.001
-0.138 0.068 0.146
-0.105 -0.069 -0.209
0.004 0.148 -0.082
-0.013 0.152 -0.076
0.083 0.089 -0.044
0.107 -0.208 0.050
0.230 -0.037 0.320
-0.097 0.005 0.261
0.036 0.085 0.112
0.057 0.159 -0.012
-0.018 0.015 -0.038

Computed properties:
HOMO energy (alpha / beta)	-9.1 / -10.0	eV
ΔE to the lowest compared entry with this formula, charge and spin	0.294	eV
orbital gap (alpha / beta)	6.90 / 7.73	eV
spin multiplicity	8
net charge	+1

no.,calculated total energy (Ha)
1,-439.47423
2,-228.82323
3,-372.94835
4,-3263.23282
5,-4677.77848